Here is H5O3 as an isolated structure from OMol25. Energies are from ωB97M-V/def2-TZVPD.

Element x y z (Å)
1 O -0.526 0.101 0.825
2 H -1.227 -0.310 0.313
3 O -0.930 1.857 -0.806
4 H -0.695 1.057 0.060
5 H -1.888 1.595 -0.741
6 O 1.511 -1.913 -0.009
7 H 2.356 -1.583 0.350
8 H 1.019 -1.123 -0.063

As for the spin multiplicity: 2. The value obtained for the total energy is -228.5813 Ha. For the HOMO energy (spin up / spin down), the calculation gives -11.3 / -11.3 eV. Its LUMO energy (spin up / spin down) is 0.42 / -4.04 eV. The strongest force on any atom comes out at 2.64 eV Å⁻¹. The energy relative to the best compared isomer or geometry (same formula, charge and spin) comes out at 79.30 kJ/mol.

Partial charges, Löwdin, in e:
1 O -0.0262
2 H 0.0380
3 O -0.0490
4 H 0.0153
5 H 0.0623
6 O -0.0519
7 H 0.0515
8 H -0.0400


Here is an isolated molecule of C6H9NS from OMol25. Energies are from ωB97M-V/def2-TZVPD.

Element x y z (Å)
1 C -0.260 0.063 2.144
2 C -0.065 1.417 1.798
3 C -0.118 -0.984 1.028
4 C -0.044 -0.249 -1.395
5 C -0.102 1.273 -1.914
6 C 0.587 -0.406 -0.085
7 N 0.434 1.667 0.571
8 S -0.796 2.179 -0.490
9 H -0.518 -0.320 3.096
10 H -0.643 2.130 2.354
11 H 0.482 -1.777 1.630
12 H -1.137 -1.386 0.912
13 H -1.102 -0.502 -1.129
14 H 0.293 -0.916 -2.259
15 H 0.935 1.743 -1.855
16 H -0.506 1.398 -2.958
17 H 1.704 -0.324 0.054

As for the spin multiplicity: 3. The value obtained for the total energy is -686.7435 Ha. For the HOMO energy (spin up / spin down), the calculation gives -5.8 / -8.3 eV. Its LUMO energy (spin up / spin down) is 0.87 / -1.39 eV. The strongest force on any atom comes out at 4.53 eV Å⁻¹. The energy relative to the best compared isomer or geometry (same formula, charge and spin) comes out at 238.01 kJ/mol.

Partial charges, natural (NBO), in e:
1 C -0.1275
2 C -0.1113
3 C -0.5187
4 C -0.4672
5 C -0.5587
6 C -0.1218
7 N -0.5057
8 S 0.4943
9 H 0.2008
10 H 0.1951
11 H 0.2072
12 H 0.2279
13 H 0.2017
14 H 0.2105
15 H 0.2289
16 H 0.2466
17 H 0.1978